1.
{
  "formula": "C4H12CsO4",
  "method": "the ωB97M-V functional and the def2-TZVPD basis",
  "s2": 0.755,
  "total_charge": 2,
  "e_tot_ha": -479.966601,
  "homo_ev": [-16.12, -16.12],
  "spin_multiplicity": 2,
  "homo_lumo_gap_ha": [0.3442, 0.1099],
  "e_above_lowest_kj_mol": 15.6,
  "species": ["Cs", "O", "O", "O", "O", "C", "C", "C", "C", "H", "H", "H", "H", "H", "H", "H", "H", "H", "H", "H", "H"],
  "coordinates": [[21.9634, 8.5608, 10.0473], [20.9791, 9.7025, 12.6066], [21.3685, 8.8618, 7.1740], [18.9327, 8.5614, 8.9078], [22.5093, 12.0263, 13.9510], [21.2577, 12.1270, 13.2594], [20.5169, 10.7042, 13.4078], [20.0448, 8.6008, 6.7077], [19.0466, 9.2510, 7.7268], [22.2436, 11.5268, 14.7266], [19.5224, 10.8214, 12.9774], [21.3112, 12.5700, 12.2650], [19.7880, 8.9279, 5.7002], [20.3602, 10.3110, 14.4123], [18.0827, 8.7165, 9.3260], [21.1585, 9.0458, 13.2835], [20.7319, 12.9004, 13.8194], [19.8484, 7.5291, 6.6767], [18.0189, 9.1611, 7.3747], [19.0670, 10.3314, 7.8692], [22.0681, 8.3989, 6.7072]],
  "forces_ev_per_angstrom": [[-0.01, -0.29, -0.56], [1.27, -0.38, 0.48], [0.10, 0.42, 0.39], [1.63, -1.25, 2.82], [-1.63, -0.10, -2.35], [1.50, -0.04, 0.82], [-1.89, 0.55, -0.46], [-1.31, 0.11, 1.20], [-1.74, 0.20, -2.48], [0.47, -0.03, 1.42], [-0.50, 1.38, 0.26], [0.71, -0.52, -0.15], [0.54, 0.62, 0.02], [0.30, 0.77, 0.43], [-0.05, -0.03, -0.19], [0.66, -1.16, -0.54], [-1.06, -0.17, 0.70], [0.01, -0.15, 0.32], [0.13, -0.02, -1.50], [1.18, 0.23, -0.03], [-0.30, -0.15, -0.62]],
  "nbo_charge": [0.99, -0.61, -0.79, -0.76, -0.27, -0.12, -0.10, -0.09, -0.10, 0.50, 0.28, 0.27, 0.21, 0.23, 0.49, 0.51, 0.32, 0.19, 0.19, 0.17, 0.50]
}

2.
{
  "formula": "C4H12FN2P",
  "method": "the ωB97M-V functional and the def2-TZVPD basis",
  "e_tot_ha": -710.318697,
  "smiles": "CCCCN[P@@H](=N)F",
  "homo_ev": -9.58,
  "homo_lumo_gap_ha": 0.3852,
  "e_above_lowest_kj_mol": 33.3,
  "species": ["P", "F", "N", "N", "C", "C", "C", "C", "H", "H", "H", "H", "H", "H", "H", "H", "H", "H", "H", "H"],
  "coordinates": [[-1.1318, -2.6335, -0.0267], [-2.3564, -1.3026, -0.1770], [0.2158, -1.7868, -0.1098], [-1.1900, -3.5226, 1.2872], [0.3388, 0.5932, 0.1415], [0.5265, 3.0268, 0.6199], [0.5546, -0.5416, -0.7708], [0.7369, 1.8841, -0.3612], [-0.7900, 0.5828, 0.2722], [1.1713, 2.7831, 1.4638], [-1.9010, -4.2339, 1.1983], [-1.8500, -3.2158, -1.1408], [0.1641, 2.2075, -1.3416], [1.5211, -0.5730, -1.2913], [-0.1145, -0.6137, -1.7333], [1.7563, 1.9714, -0.7862], [0.9933, -2.0419, 0.5843], [0.9278, 0.3861, 1.0168], [0.9589, 3.9365, 0.1516], [-0.5317, 3.0937, 1.0032]],
  "forces_ev_per_angstrom": [[-4.53, 0.12, 1.95], [2.33, -1.95, 0.32], [3.55, -0.61, 1.39], [0.61, 1.58, -1.91], [-2.07, -0.80, -0.22], [0.33, -0.13, 0.21], [-1.68, -1.45, -3.98], [-0.49, 3.56, -3.75], [1.37, 0.11, 0.80], [-0.08, 0.29, 0.42], [-0.13, -0.21, -0.01], [1.35, 0.41, 0.18], [0.51, -0.98, 1.68], [0.29, -0.24, 0.81], [0.70, 1.07, 1.74], [-0.02, -0.51, 0.70], [-2.07, -0.12, -1.21], [-0.22, -0.18, 0.97], [-0.84, -0.21, 0.54], [1.10, 0.25, -0.65]],
  "nbo_charge": [1.90, -0.64, -1.00, -1.25, -0.45, -0.60, -0.19, -0.39, 0.24, 0.20, 0.37, -0.06, 0.19, 0.20, 0.20, 0.20, 0.44, 0.20, 0.21, 0.21]
}